# C5H6O

A single C5H6O molecule (the ωB97M-V functional and the def2-TZVPD basis, the OMol25 dataset).

E_tot in a.u.: -269.2099
Kohn-Sham gap in eV: 9.5515
Net charge: 0
E_LUMO in eV: -0.39
Energy relative to the best compared isomer or geometry (same formula, charge and spin) in eV: 3.710

The geometry in XYZ format:
```
12
Properties=species:S:1:pos:R:3:forces:R:3
C 1.57826 -0.27474 0.34272 0.1 0.0 0.0
C 0.52129 0.72306 -0.03515 0.1 0.5 -0.2
C 0.60363 1.88812 -0.61653 0.0 -0.6 0.3
C -0.95238 0.44625 0.27783 -0.2 0.0 0.1
C -1.44767 -0.61870 -0.67829 0.0 -0.4 0.0
O -1.63057 -1.77126 -0.37375 0.1 0.6 -0.1
H 1.60328 -0.37814 1.43295 0.0 0.0 -0.2
H 2.56671 0.04008 -0.00026 -0.2 0.0 0.0
H 1.35108 -1.25717 -0.08473 0.0 0.2 0.1
H -1.55404 1.35526 0.13961 0.1 -0.1 0.0
H -1.04643 0.10724 1.31421 0.0 0.0 -0.1
H -1.59315 -0.26001 -1.71861 0.0 -0.1 0.1
```
Positions in Å, forces in eV/Å.